Record 1
{"formula": "C26H28BrNO5SSb2Sr", "method": "ωB97M-V with the def2-TZVPD basis set", "orbital_gap_ev": 8.18, "energy_ev": -133933.3867, "e_lumo_ev": -0.11, "symbols": ["Sr", "C", "Sb", "C", "C", "C", "C", "C", "C", "C", "C", "C", "Sb", "C", "C", "H", "H", "H", "H", "H", "H", "H", "H", "H", "H", "H", "H", "H", "H", "H", "H", "H", "H", "H", "H", "Br", "C", "C", "C", "C", "C", "C", "C", "O", "O", "H", "H", "H", "H", "O", "S", "O", "N", "C", "O", "C", "C", "C", "C", "C", "C", "H", "H", "H", "H"], "positions_angstrom": [[15.47, 12.65, 5.38], [20.34, 12.96, 6.10], [18.61, 14.17, 6.26], [19.43, 15.42, 7.82], [19.03, 15.29, 4.37], [19.80, 16.57, 4.50], [21.18, 16.62, 4.86], [21.87, 17.81, 5.01], [21.21, 19.04, 4.80], [19.88, 19.03, 4.51], [19.13, 17.84, 4.46], [17.71, 17.94, 4.22], [16.68, 17.91, 6.13], [14.83, 18.76, 5.47], [17.64, 19.79, 6.85], [20.36, 12.54, 5.08], [20.21, 12.11, 6.79], [21.18, 13.52, 6.40], [20.53, 15.36, 7.59], [19.22, 15.03, 8.82], [19.04, 16.43, 7.80], [18.00, 15.41, 4.00], [19.56, 14.58, 3.72], [21.82, 15.73, 4.92], [22.92, 17.80, 5.35], [21.65, 20.01, 4.77], [19.36, 19.99, 4.33], [17.30, 17.19, 3.55], [17.41, 18.85, 3.75], [14.87, 19.82, 5.61], [13.99, 18.37, 6.09], [14.65, 18.61, 4.46], [18.08, 20.34, 6.01], [18.36, 19.44, 7.57], [17.02, 20.47, 7.41], [7.08, 15.10, 6.65], [8.95, 14.80, 6.42], [9.65, 13.79, 7.05], [11.00, 13.65, 6.76], [11.66, 14.44, 5.84], [10.95, 15.36, 5.11], [9.59, 15.55, 5.41], [13.16, 14.15, 5.63], [13.68, 14.23, 4.50], [13.74, 13.74, 6.69], [9.14, 13.15, 7.75], [11.55, 12.79, 7.22], [11.38, 16.01, 4.41], [9.02, 16.36, 4.95], [13.66, 8.40, 4.91], [14.49, 8.92, 5.91], [13.98, 9.20, 7.20], [15.33, 10.27, 5.36], [16.67, 10.04, 5.40], [17.47, 10.97, 5.20], [17.07, 8.67, 5.87], [18.33, 8.08, 5.90], [18.44, 6.82, 6.53], [17.35, 6.10, 6.99], [16.09, 6.65, 6.66], [15.95, 7.93, 6.16], [19.16, 8.57, 5.42], [19.44, 6.47, 6.59], [17.40, 5.08, 7.42], [15.12, 6.12, 6.91]], "lowdin_charge": [1.547, -0.333, 1.281, -0.321, -0.314, -0.253, -0.066, -0.090, -0.086, -0.083, -0.322, -0.368, 1.341, -0.345, -0.295, 0.019, 0.004, -0.026, 0.008, 0.009, -0.042, 0.018, 0.068, 0.113, 0.108, 0.096, 0.115, 0.054, 0.058, -0.011, 0.012, -0.033, -0.006, -0.024, -0.006, 0.712, -0.678, -0.110, -0.022, -0.145, -0.019, -0.113, -0.662, -0.125, -0.198, 0.102, 0.136, 0.102, 0.095, -0.263, 0.611, -0.274, -0.245, -0.561, -0.138, -0.143, 0.012, -0.062, -0.053, -0.041, -0.217, 0.118, 0.090, 0.121, 0.142]}

Record 2
{"formula": "C17H19N5O2S", "method": "ωB97M-V with the def2-TZVPD basis set", "smiles": "CCCCCc1nnc(NC(=O)Cn2cnc3ccccc3c2=O)s1", "orbital_gap_ev": 9.24, "energy_ev": -40319.2342, "e_lumo_ev": 0.37, "symbols": ["C", "C", "C", "C", "C", "C", "N", "N", "C", "N", "C", "O", "C", "N", "C", "N", "C", "C", "C", "C", "C", "C", "C", "O", "S", "H", "H", "H", "H", "H", "H", "H", "H", "H", "H", "H", "H", "H", "H", "H", "H", "H", "H", "H"], "positions_angstrom": [[7.02, 1.81, 1.27], [6.42, 2.28, -0.05], [5.93, 1.14, -0.93], [4.71, 0.41, -0.35], [4.20, -0.67, -1.31], [3.03, -1.37, -0.73], [3.03, -2.60, -0.35], [1.88, -3.02, 0.16], [0.98, -2.10, 0.18], [-0.29, -2.31, 0.67], [-1.25, -1.34, 0.68], [-1.05, -0.22, 0.26], [-2.57, -1.80, 1.29], [-3.63, -0.88, 0.97], [-3.64, 0.38, 1.49], [-4.50, 1.28, 1.23], [-5.49, 0.99, 0.32], [-6.44, 1.96, 0.01], [-7.44, 1.68, -0.90], [-7.51, 0.43, -1.51], [-6.58, -0.54, -1.21], [-5.57, -0.28, -0.29], [-4.57, -1.29, 0.02], [-4.53, -2.42, -0.44], [1.48, -0.56, -0.47], [7.81, 1.09, 1.09], [6.26, 1.34, 1.90], [7.43, 2.65, 1.82], [5.59, 2.97, 0.15], [7.18, 2.84, -0.60], [6.74, 0.42, -1.08], [5.66, 1.54, -1.91], [4.98, -0.06, 0.60], [3.91, 1.14, -0.16], [3.91, -0.21, -2.26], [4.98, -1.40, -1.50], [-0.48, -3.25, 1.00], [-2.45, -1.88, 2.38], [-2.86, -2.78, 0.88], [-2.86, 0.60, 2.20], [-6.37, 2.92, 0.49], [-8.17, 2.43, -1.14], [-8.30, 0.22, -2.22], [-6.62, -1.52, -1.67]], "lowdin_charge": [-0.114, -0.270, -0.230, -0.221, -0.203, -0.584, -0.003, 0.002, -0.586, 0.113, -0.447, 0.033, -0.040, 0.016, -0.129, 0.130, -0.219, -0.012, -0.070, -0.074, -0.008, -0.068, -0.356, 0.077, 1.141, 0.074, 0.064, 0.068, 0.105, 0.103, 0.115, 0.112, 0.115, 0.107, 0.117, 0.123, 0.161, 0.147, 0.132, 0.140, 0.112, 0.105, 0.103, 0.119]}

Record 3
{"formula": "C11H27I2OOsP2", "method": "ωB97M-V with the def2-TZVPD basis set", "spin_multiplicity": 5, "total_charge": 3, "orbital_gap_ev": [9.02, 5.69], "energy_ev": -51108.0258, "e_lumo_ev": [-10.94, -14.73], "s2": 6.0207, "symbols": ["I", "I", "Os", "P", "C", "C", "H", "H", "H", "H", "H", "H", "C", "H", "H", "H", "P", "C", "C", "H", "H", "H", "C", "H", "H", "H", "H", "H", "H", "C", "O", "C", "C", "C", "C", "H", "H", "H", "H", "H", "H", "H", "H", "H"], "positions_angstrom": [[0.09, -2.61, -0.04], [-0.05, 2.02, -1.93], [-0.10, 0.13, 0.10], [-2.36, -0.15, -0.45], [-3.34, 1.38, -0.38], [-2.52, -0.76, -2.16], [-3.55, -1.08, -2.33], [-4.33, -1.39, 0.20], [-1.83, -1.60, -2.31], [-2.84, -2.33, 0.52], [-3.40, 1.83, -1.38], [-2.25, 0.05, -2.86], [-3.30, -1.33, 0.57], [-4.35, 1.14, -0.03], [-3.31, -1.00, 1.61], [-2.88, 2.10, 0.31], [2.23, 0.12, -0.11], [3.03, 1.74, 0.08], [3.12, -0.98, 1.04], [2.13, -1.37, -2.01], [3.77, -0.70, -1.78], [2.48, 0.31, -2.51], [2.70, -0.47, -1.77], [2.70, -1.99, 0.99], [4.18, -1.01, 0.76], [3.99, 1.62, 0.59], [2.39, 2.41, 0.68], [3.04, -0.61, 2.07], [3.19, 2.20, -0.90], [-0.23, 1.83, 0.87], [-0.35, 2.89, 1.38], [-0.18, 1.00, 4.17], [0.50, 0.01, 3.22], [1.05, -1.17, 4.02], [-0.51, -0.45, 2.13], [-1.07, 0.54, 4.62], [-0.49, 1.91, 3.63], [0.50, 1.30, 4.98], [1.34, 0.52, 2.73], [0.22, -1.70, 4.52], [1.58, -1.88, 3.38], [1.73, -0.82, 4.80], [-0.66, -1.54, 2.23], [-1.50, 0.01, 2.32]], "lowdin_spin": [0.886, 0.957, 1.253, 0.132, 0.029, 0.017, 0.001, 0.006, 0.001, 0.015, 0.009, 0.009, 0.048, 0.002, 0.001, 0.001, 0.140, 0.028, 0.050, 0.015, 0.000, 0.007, 0.025, 0.009, 0.008, 0.002, 0.001, 0.000, 0.009, 0.051, 0.013, 0.010, 0.053, 0.013, 0.142, 0.001, 0.001, 0.002, 0.005, 0.000, 0.001, 0.003, 0.028, 0.014]}